Entry 1:
{
  "formula": "C2H33N3O13",
  "method": "ωB97M-V with the def2-TZVPD basis set",
  "symbols": ["C", "N", "C", "N", "N", "H", "H", "H", "H", "H", "H", "H", "H", "H", "O", "H", "H", "O", "H", "H", "O", "H", "H", "O", "H", "H", "O", "H", "H", "O", "H", "H", "O", "H", "H", "O", "H", "H", "O", "H", "H", "O", "H", "H", "O", "H", "H", "O", "H", "H", "O"],
  "xyz": [[-3.3451, 0.3954, 3.3194], [-2.3697, 0.2414, 2.3339], [-1.3780, -0.7046, 2.6432], [-0.6275, -1.1306, 1.5002], [-1.1388, -0.8219, 3.9030], [-3.9982, -0.4498, 3.4704], [-2.9707, 0.3684, 4.3806], [-4.0869, 1.2116, 3.0765], [-2.6264, 0.3233, 1.3429], [-1.0648, -1.9412, 1.0772], [0.2972, -1.4443, 1.7610], [-0.3572, -1.4385, 4.1713], [-4.2514, -1.6795, 0.9169], [-4.0067, -3.1613, 1.4139], [-4.5428, -2.3706, 1.5042], [2.9592, -0.9302, 0.6660], [3.8281, -1.0068, 1.8386], [2.8643, -0.9779, 1.6422], [4.1607, 0.3212, -0.3986], [4.1211, -0.2057, -1.7547], [4.2722, -0.5375, -0.8323], [0.0857, 1.3223, -3.7874], [0.4222, 0.3953, -4.9530], [0.7287, 1.1990, -4.5039], [0.7449, 0.2297, -2.1019], [0.9980, -0.9631, -1.3266], [0.2505, -0.3772, -1.5164], [-0.5494, -0.9372, -2.9627], [-2.0036, -1.2728, -3.5085], [-1.0799, -1.1681, -3.7465], [2.1311, 1.3421, 2.1336], [3.6067, 1.9295, 1.9865], [2.6737, 2.0541, 1.7903], [2.6108, 3.4985, -1.0380], [3.1452, 2.6471, 0.0568], [3.3216, 2.8632, -0.8771], [-3.3602, 1.0169, -0.7480], [-4.7127, 0.2642, -0.4556], [-3.7924, 0.3489, -0.1882], [2.3003, -2.6676, 0.0683], [1.7497, -3.7175, -1.0346], [2.0586, -3.5740, -0.1368], [-1.7386, 0.8849, -0.9978], [-1.4246, 2.2211, -1.4180], [-1.9897, 1.5054, -1.7616], [0.7650, 1.4742, 0.4549], [-0.4223, 0.6302, 0.5235], [-0.1635, 1.5332, 0.1928], [2.5015, 0.7934, -3.4164], [2.6739, 1.7066, -2.2358], [2.7306, 0.7567, -2.4678]],
  "total_energy_ha": -1238.057560,
  "s_squared": 0.7794,
  "max_force_ev_per_a": 3.38,
  "spin_multiplicity": 2,
  "mol_weight_g_mol": 307.3,
  "de_lowest_kj_mol": 0.00,
  "homo_ev": [-13.466, -13.466],
  "total_charge": 1,
  "lumo_energy_ev": [-3.2221, -7.8132]
}

=====

Entry 2:
{
  "formula": "C4H10O2",
  "method": "ωB97M-V with the def2-TZVPD basis set",
  "symbols": ["C", "C", "C", "O", "C", "O", "H", "H", "H", "H", "H", "H", "H", "H", "H", "H"],
  "xyz": [[-2.1398, -0.6432, 0.0899], [-0.9803, 0.3109, 0.3188], [0.3483, -0.2339, -0.1608], [0.2966, -0.4633, -1.5532], [1.4427, 0.7544, 0.1818], [2.6953, 0.2805, -0.2832], [-3.0753, -0.2105, 0.4570], [-2.2423, -0.8607, -0.9765], [-1.9692, -1.5901, 0.6156], [-1.1531, 1.2631, -0.1985], [-0.8754, 0.5395, 1.3886], [0.5740, -1.1804, 0.3665], [1.2041, -0.6653, -1.8248], [1.4968, 0.8532, 1.2752], [1.2462, 1.7454, -0.2460], [3.1315, 0.1004, 0.5497]],
  "total_energy_ha": -308.871769,
  "max_force_ev_per_a": 0.90,
  "spin_multiplicity": 1,
  "mol_weight_g_mol": 90.1,
  "de_lowest_kj_mol": 69.29,
  "homo_ev": -10.054,
  "smiles": "CC[C@@H](O)CO",
  "lumo_energy_ev": 0.7771
}

=====

Entry 3:
{
  "formula": "C8H10N4O",
  "method": "ωB97M-V with the def2-TZVPD basis set",
  "symbols": ["C", "C", "C", "C", "C", "C", "C", "C", "H", "H", "H", "H", "H", "H", "H", "H", "H", "H", "N", "N", "N", "N", "O"],
  "xyz": [[0.7025, -2.5754, 1.1176], [0.9343, -2.1793, -0.4159], [0.9486, 0.3138, -0.6846], [1.2071, 2.5427, -1.2605], [-0.0605, 3.0056, -0.7407], [-0.7725, 1.9800, -0.0710], [-2.1939, 0.5810, 0.9202], [-0.3018, 0.6144, -0.0402], [-1.2491, -2.4816, 1.4374], [1.4016, -3.2395, 1.5937], [0.8377, -1.5677, 1.4988], [1.3391, -3.0480, -1.0356], [-0.0773, -2.0727, -0.6993], [2.2730, -0.8010, -1.4293], [1.8341, 3.3320, -1.8383], [-0.1491, 4.1359, -0.4622], [-2.9514, 2.3856, 0.3841], [-3.0849, 0.1608, 1.3737], [1.5367, -0.9166, -0.7409], [1.6307, 1.2834, -1.2753], [-2.0425, 1.8856, 0.5959], [-1.1990, -0.2073, 0.5998], [-0.5633, -3.1315, 1.1727]],
  "total_energy_ha": -605.079066,
  "max_force_ev_per_a": 2.91,
  "spin_multiplicity": 1,
  "mol_weight_g_mol": 178.2,
  "de_lowest_kj_mol": 47.41,
  "homo_ev": -7.690,
  "smiles": "OCCNc1nccc2[nH]cnc12",
  "lumo_energy_ev": 0.6284
}

=====

Entry 4:
{
  "formula": "C2HN4O3",
  "method": "ωB97M-V with the def2-TZVPD basis set",
  "symbols": ["C", "C", "N", "N", "N", "N", "O", "O", "O", "H"],
  "xyz": [[-1.2762, -1.1536, -0.0860], [0.0134, 0.4293, -0.0156], [-0.3015, -2.0145, -0.0905], [0.8901, -1.6710, -0.0759], [1.1438, -0.4087, -0.0447], [-0.0008, 1.7644, -0.0957], [-2.3980, -0.9397, -0.0824], [-0.0239, 2.7579, -0.6790], [-0.1710, 1.3706, 1.1580], [2.1241, -0.1348, 0.0118]],
  "total_energy_ha": -520.964993,
  "max_force_ev_per_a": 3.20,
  "spin_multiplicity": 1,
  "mol_weight_g_mol": 129.1,
  "de_lowest_kj_mol": 199.05,
  "homo_ev": -15.795,
  "total_charge": 1,
  "lumo_energy_ev": -7.1897
}

=====

Entry 5:
{
  "formula": "C2H8S2",
  "method": "ωB97M-V with the def2-TZVPD basis set",
  "symbols": ["C", "S", "H", "H", "H", "H", "C", "S", "H", "H", "H", "H"],
  "xyz": [[1.6465, -0.3561, 1.5972], [0.8341, 1.1542, 2.0073], [2.6854, -0.0891, 1.6401], [1.5134, -1.1071, 2.3592], [1.4007, -0.9157, 0.6515], [0.1307, 0.5998, 2.8857], [-1.4325, 0.5690, -2.0739], [-0.6388, -1.1060, -1.8998], [-2.5159, 0.4404, -1.9068], [-1.0874, 1.3599, -1.4035], [-1.3090, 0.7766, -3.0974], [-1.2271, -1.3258, -0.7595]],
  "total_energy_ha": -877.330174,
  "max_force_ev_per_a": 2.80,
  "spin_multiplicity": 1,
  "mol_weight_g_mol": 96.2,
  "de_lowest_kj_mol": 74.96,
  "homo_ev": -9.030,
  "smiles": "CS.CS",
  "lumo_energy_ev": 0.8660
}

=====

Entry 6:
{
  "formula": "C27H77F3N6O14S",
  "method": "ωB97M-V with the def2-TZVPD basis set",
  "symbols": ["N", "H", "H", "H", "H", "C", "F", "F", "F", "S", "O", "O", "O", "C", "C", "O", "O", "H", "H", "H", "H", "H", "H", "C", "C", "O", "O", "H", "H", "H", "H", "H", "H", "C", "C", "O", "O", "H", "H", "H", "H", "H", "H", "C", "C", "C", "O", "C", "N", "H", "H", "H", "H", "H", "H", "H", "H", "H", "H", "H", "C", "C", "C", "O", "C", "N", "H", "H", "H", "H", "H", "H", "H", "H", "H", "H", "H", "C", "C", "C", "O", "C", "N", "H", "H", "H", "H", "H", "H", "H", "H", "H", "H", "H", "C", "C", "C", "O", "C", "N", "H", "H", "H", "H", "H", "H", "H", "H", "H", "H", "H", "C", "C", "C", "O", "C", "N", "H", "H", "H", "H", "H", "H", "H", "H", "H", "H", "H"],
  "xyz": [[1.6608, -0.3910, 5.7216], [1.4635, 0.2892, 5.0015], [0.9092, -1.0120, 5.4580], [1.6089, 0.0145, 6.6452], [2.5754, -0.7913, 5.5689], [0.7858, 1.1080, -0.8567], [0.3340, 2.3511, -0.5352], [0.1333, 0.6330, -1.9317], [2.0419, 1.2701, -1.1033], [0.6508, 0.0074, 0.6282], [1.6993, -1.0268, 0.3782], [0.8879, 0.7855, 1.8245], [-0.6980, -0.5447, 0.5901], [-5.8029, 2.6026, -1.3604], [-4.6453, 2.2042, -0.4954], [-4.8508, 0.9165, 0.0374], [-5.6065, 3.8566, -2.0473], [-6.7083, 2.8483, -0.8055], [-6.0655, 1.9571, -2.1985], [-4.5711, 3.0476, 0.1911], [-3.7299, 2.1746, -1.0864], [-3.9458, 0.6387, 0.1974], [-6.1238, 4.4201, -1.4672], [4.5575, -5.3679, 2.7144], [5.2213, -6.1815, 3.8630], [6.2931, -5.3231, 4.4623], [3.3754, -4.6873, 3.2620], [4.2641, -5.9850, 1.8652], [5.2376, -4.6007, 2.3444], [5.7721, -7.0037, 3.4061], [4.5695, -6.7390, 4.5357], [7.1280, -5.4901, 4.0187], [3.0172, -4.2519, 2.4850], [3.9871, -3.6180, -2.7787], [3.3080, -2.7269, -3.9066], [2.3709, -3.3881, -4.6853], [3.0161, -3.9599, -1.7811], [4.8380, -3.1580, -2.2764], [4.3459, -4.5491, -3.2172], [4.1520, -2.4218, -4.5252], [2.8772, -1.8671, -3.3935], [1.8258, -3.9184, -4.0994], [2.7873, -3.1804, -1.2695], [1.1737, 0.8256, -8.0509], [-0.1049, 0.1223, -7.6126], [-1.4800, 0.7697, -8.0073], [-2.5992, 0.0913, -7.3730], [-3.0755, 0.8558, -6.3037], [-0.0041, -1.2693, -8.0433], [1.2768, 1.8914, -7.8470], [1.1176, 0.8047, -9.1392], [2.1124, 0.3484, -7.7696], [-0.1583, -0.0734, -6.5416], [-1.6651, 0.7260, -9.0805], [-1.4181, 1.8375, -7.7973], [-3.6026, 1.6728, -6.7963], [-2.4098, 1.1781, -5.5030], [-3.8812, 0.3242, -5.7973], [-0.8252, -1.6663, -7.6094], [0.5989, -1.7865, -7.4196], [2.3373, 6.6538, -1.3969], [2.7409, 6.6716, -2.8882], [4.0713, 5.8527, -3.1542], [5.2934, 6.3931, -2.7216], [6.4675, 5.4666, -2.9089], [1.6669, 5.9966, -3.6817], [3.0547, 7.2723, -0.8577], [2.3130, 5.6415, -0.9935], [1.3783, 7.1181, -1.1668], [2.6818, 7.7377, -3.1071], [4.2717, 5.6222, -4.2005], [3.8267, 4.8980, -2.6887], [6.1940, 4.4956, -2.4961], [7.2030, 5.7919, -2.1731], [6.9399, 5.4584, -3.8911], [1.5113, 5.0543, -3.3533], [0.8106, 6.3783, -3.3058], [-2.4493, -3.6698, -4.0442], [-2.4601, -4.9120, -3.1123], [-1.7879, -6.1754, -3.6687], [-0.3988, -5.8635, -3.7698], [0.4286, -6.9919, -3.9971], [-1.7016, -4.6950, -1.8274], [-2.8388, -3.8540, -5.0455], [-1.4562, -3.3658, -4.3750], [-3.0721, -2.8498, -3.6868], [-3.4889, -5.1011, -2.8058], [-2.2075, -6.3628, -4.6571], [-1.9604, -7.0970, -3.1128], [0.2312, -7.5170, -4.9316], [0.4127, -7.6577, -3.1342], [1.3713, -6.4857, -4.2048], [-2.0454, -3.9217, -1.2761], [-0.7323, -4.5254, -2.0553], [-1.8943, -3.2756, 7.5789], [-2.4965, -2.5071, 6.3451], [-2.9807, -1.0917, 6.6931], [-3.9879, -1.0883, 7.6705], [-4.6964, 0.1887, 7.7037], [-1.4385, -2.4592, 5.4010], [-1.7189, -4.3266, 7.3492], [-2.6499, -3.2662, 8.3644], [-0.9143, -2.9601, 7.9369], [-3.3158, -3.1170, 5.9646], [-3.1934, -0.3108, 5.9630], [-2.0853, -0.6970, 7.1732], [-5.4158, 0.2356, 8.5212], [-5.3053, 0.2168, 6.8000], [-3.9692, 0.9569, 7.9667], [-1.3035, -3.3629, 4.9705], [-1.7855, -1.9124, 4.6260], [-0.1109, 5.1588, 6.9002], [-0.3134, 3.9311, 6.0765], [-1.2960, 4.0102, 4.8456], [-2.5100, 4.4227, 5.3626], [-3.7008, 3.9109, 4.7743], [1.0658, 3.6278, 5.6834], [-1.0683, 5.6518, 7.0688], [0.5546, 5.8881, 6.4383], [0.2437, 4.9653, 7.9126], [-0.6201, 3.1126, 6.7277], [-1.3819, 3.0368, 4.3628], [-1.0688, 4.7130, 4.0440], [-3.6371, 2.8882, 4.4025], [-3.9419, 4.4980, 3.8881], [-4.5614, 3.7764, 5.4295], [1.1832, 4.0225, 4.7612], [1.7052, 4.1123, 6.2969]],
  "total_energy_ha": -3154.230741,
  "max_force_ev_per_a": 3.86,
  "spin_multiplicity": 1,
  "mol_weight_g_mol": 799.0,
  "de_lowest_kj_mol": 656.96,
  "homo_ev": -8.480,
  "lumo_energy_ev": -1.1362
}

=====

Entry 7:
{
  "formula": "C4H10NSi",
  "method": "ωB97M-V with the def2-TZVPD basis set",
  "symbols": ["C", "C", "C", "C", "N", "Si", "H", "H", "H", "H", "H", "H", "H", "H", "H", "H"],
  "xyz": [[-1.1289, -1.8825, 1.0273], [-2.5293, -2.1995, 1.0414], [-2.3873, 1.2029, 0.4794], [1.7465, -0.5722, -1.1156], [0.0237, -1.6951, 0.8978], [1.9552, -1.7873, 0.4883], [-2.9002, -2.3189, 0.0472], [-2.6282, -3.1199, 1.5459], [-2.8409, -1.2559, 1.3875], [-1.3260, 1.4760, 0.3388], [-3.1918, 1.9832, 0.5969], [-2.5225, 0.5083, 1.3286], [2.6784, -0.5830, -1.6295], [0.9950, -1.0749, -1.7982], [1.3806, 0.3819, -0.7883], [-2.7951, 0.6243, -0.3583]],
  "total_energy_ha": -502.325602,
  "max_force_ev_per_a": 4.44,
  "spin_multiplicity": 1,
  "mol_weight_g_mol": 100.2,
  "de_lowest_kj_mol": 202.99,
  "homo_ev": -13.657,
  "total_charge": 1,
  "lumo_energy_ev": -5.5728
}

=====

Entry 8:
{
  "formula": "BrH8LiO4",
  "method": "ωB97M-V with the def2-TZVPD basis set",
  "symbols": ["Li", "Br", "O", "H", "H", "O", "H", "H", "O", "H", "H", "O", "H", "H"],
  "xyz": [[-1.9792, 0.4622, 1.3948], [-0.3821, 0.2087, 0.6182], [0.3106, -1.1420, 2.5402], [0.8413, -1.9036, 2.3066], [0.1119, -0.7222, 1.7032], [-0.5648, -0.6669, -2.1273], [-0.5868, -0.4648, -1.1920], [-0.9625, 0.0959, -2.5471], [-0.5348, 2.4442, -1.2520], [-0.6644, 1.8453, -0.5167], [-0.0802, 3.1960, -0.8720], [1.5553, -1.4268, 0.2127], [0.8868, -0.7474, 0.3003], [2.0488, -1.1786, -0.5689]],
  "total_energy_ha": -2887.171561,
  "max_force_ev_per_a": 8.12,
  "spin_multiplicity": 1,
  "mol_weight_g_mol": 158.9,
  "de_lowest_kj_mol": 628.50,
  "homo_ev": -10.384,
  "lumo_energy_ev": -1.1932
}